{
  "formula": "C51H49AuBrN3O4P",
  "method": "ωB97M-V with the def2-TZVPD basis set",
  "symbols": ["Au", "O", "C", "O", "C", "C", "C", "C", "C", "C", "P", "C", "C", "C", "C", "C", "C", "C", "C", "C", "C", "C", "C", "H", "H", "H", "H", "H", "H", "H", "H", "H", "H", "H", "H", "H", "H", "C", "O", "C", "C", "C", "Br", "C", "C", "C", "O", "C", "N", "C", "C", "C", "C", "C", "C", "N", "H", "H", "H", "H", "H", "H", "H", "H", "H", "H", "H", "C", "C", "C", "C", "C", "C", "C", "C", "N", "C", "C", "C", "C", "C", "C", "C", "C", "C", "C", "H", "H", "H", "H", "H", "H", "H", "H", "H", "H", "H", "H", "H", "H", "H", "H", "H", "H", "H", "H", "H", "H", "H", "H"],
  "positions_angstrom": [[1.057, 0.068, -0.126], [2.050, -3.375, -3.463], [2.619, -2.474, -2.948], [2.294, -2.062, -1.650], [3.707, -1.621, -3.477], [4.309, -1.767, -4.715], [5.323, -0.880, -5.050], [5.710, 0.131, -4.172], [5.091, 0.279, -2.937], [4.091, -0.619, -2.599], [3.131, -0.753, -1.084], [4.017, -1.477, 0.295], [5.264, -0.981, 0.670], [5.936, -1.552, 1.739], [5.361, -2.611, 2.432], [4.124, -3.111, 2.052], [3.448, -2.551, 0.977], [2.934, 1.043, -0.624], [3.152, 1.508, 0.681], [3.019, 2.866, 0.968], [2.667, 3.746, -0.033], [2.431, 3.298, -1.342], [2.548, 1.965, -1.638], [3.991, -2.550, -5.389], [5.817, -0.971, -6.007], [6.500, 0.812, -4.460], [5.379, 1.080, -2.267], [5.715, -0.158, 0.127], [6.908, -1.177, 2.027], [5.889, -3.056, 3.265], [3.686, -3.944, 2.584], [2.491, -2.952, 0.664], [3.448, 0.813, 1.452], [3.187, 3.221, 1.976], [2.559, 4.798, 0.195], [2.146, 4.000, -2.112], [2.359, 1.604, -2.643], [2.572, 0.216, 3.750], [1.529, 0.683, 2.907], [0.659, 1.585, 3.449], [0.870, 2.235, 4.651], [-0.096, 3.132, 5.098], [0.198, 4.020, 6.738], [-1.245, 3.381, 4.388], [-1.459, 2.725, 3.172], [-0.497, 1.843, 2.705], [-0.645, 1.202, 1.481], [-2.725, 2.992, 2.463], [-3.684, 3.712, 2.977], [-4.685, 3.717, 2.020], [-5.942, 4.326, 2.042], [-6.755, 4.159, 0.942], [-6.342, 3.400, -0.169], [-5.106, 2.789, -0.208], [-4.290, 2.966, 0.908], [-3.029, 2.505, 1.218], [2.181, -0.144, 4.703], [3.313, 1.000, 3.942], [3.044, -0.614, 3.226], [1.754, 2.066, 5.246], [-2.001, 4.063, 4.747], [-1.070, 0.335, 1.624], [-6.256, 4.904, 2.900], [-7.734, 4.617, 0.928], [-7.013, 3.293, -1.012], [-4.789, 2.203, -1.061], [-2.409, 1.972, 0.635], [-4.425, -3.146, 1.994], [-2.995, -2.677, 1.951], [-2.176, -2.791, 3.069], [-0.856, -2.364, 3.003], [0.063, -2.465, 4.192], [-0.376, -1.829, 1.818], [-1.179, -1.653, 0.673], [-2.504, -2.114, 0.778], [-0.650, -0.983, -0.424], [-1.291, -0.950, -1.745], [-1.605, -2.363, -2.262], [-2.258, -2.302, -3.645], [-1.280, -1.670, -4.637], [-0.946, -0.252, -4.173], [-2.224, 0.589, -4.140], [-3.199, -0.033, -3.138], [-3.537, -1.463, -3.571], [-2.553, -0.059, -1.749], [-0.334, -0.300, -2.768], [-4.701, -3.484, 2.991], [-4.580, -3.976, 1.301], [-5.108, -2.346, 1.706], [-2.567, -3.216, 3.986], [-0.394, -3.034, 5.000], [0.305, -1.471, 4.579], [1.003, -2.953, 3.923], [0.673, -1.543, 1.788], [-3.189, -2.040, -0.053], [-2.261, -2.892, -1.572], [-0.668, -2.927, -2.304], [-2.504, -3.316, -3.968], [-1.717, -1.639, -5.638], [-0.370, -2.277, -4.695], [-0.222, 0.202, -4.856], [-2.674, 0.626, -5.135], [-1.994, 1.620, -3.849], [-4.115, 0.564, -3.099], [-4.032, -1.446, -4.546], [-4.239, -1.914, -2.862], [-3.279, -0.394, -1.008], [-2.243, 0.954, -1.462], [-0.102, 0.723, -2.439], [0.598, -0.869, -2.796]],
  "lowdin_charge": [1.105, 0.193, -0.434, -0.175, -0.128, 0.028, -0.027, -0.035, -0.044, -0.214, 0.946, -0.295, -0.076, -0.055, -0.054, -0.058, -0.067, -0.437, -0.093, -0.034, -0.020, -0.040, -0.093, 0.136, 0.120, 0.118, 0.118, 0.114, 0.115, 0.116, 0.117, 0.112, 0.083, 0.124, 0.123, 0.121, 0.118, -0.068, -0.148, -0.214, -0.060, -0.670, 0.778, -0.062, -0.053, -0.162, -0.047, -0.256, 0.180, -0.220, -0.011, -0.089, -0.089, -0.020, -0.185, 0.174, 0.099, 0.103, 0.081, 0.100, 0.112, 0.087, 0.113, 0.102, 0.102, 0.094, 0.121, -0.040, -0.257, -0.016, -0.263, -0.030, -0.058, -0.304, -0.004, -0.090, -0.448, -0.070, -0.275, -0.111, -0.278, -0.115, -0.281, -0.106, -0.089, -0.125, 0.076, 0.086, 0.084, 0.116, 0.082, 0.068, 0.076, 0.073, 0.093, 0.109, 0.127, 0.144, 0.125, 0.114, 0.139, 0.124, 0.120, 0.135, 0.124, 0.124, 0.108, 0.114, 0.098, 0.085],
  "lumo_energy_ev": -4.03,
  "energy_ha": -5488.9670,
  "total_charge": 1,
  "e_above_lowest_ev": 0.000
}

{
  "formula": "C4H9NO3",
  "method": "ωB97M-V with the def2-TZVPD basis set",
  "symbols": ["O", "C", "N", "C", "C", "O", "C", "O", "H", "H", "H", "H", "H", "H", "H", "H", "H"],
  "positions_angstrom": [[-1.992, -0.615, 2.294], [-1.361, -0.604, 1.253], [-0.718, 0.523, 0.831], [0.077, 0.814, -0.362], [1.591, 0.941, 0.153], [2.639, 0.364, -0.616], [-0.060, -0.080, -1.605], [-0.611, -1.369, -1.406], [-1.257, -1.468, 0.638], [-0.893, 1.323, 1.420], [-0.176, 1.822, -0.655], [1.796, 2.006, 0.279], [1.618, 0.441, 1.113], [2.455, 0.482, -1.553], [-0.649, 0.421, -2.381], [0.912, -0.157, -2.066], [0.054, -2.039, -1.579]],
  "lowdin_charge": [0.008, -0.336, 0.064, -0.231, -0.185, -0.069, -0.190, -0.052, 0.110, 0.144, 0.130, 0.110, 0.114, 0.065, 0.125, 0.095, 0.100],
  "lumo_energy_ev": 0.40,
  "smiles": "O=CNC(CO)CO",
  "energy_ha": -438.2484,
  "total_charge": 0,
  "e_above_lowest_ev": 2.195
}

{
  "formula": "C43H41Cl5N9O3Sr",
  "method": "ωB97M-V with the def2-TZVPD basis set",
  "symbols": ["Sr", "N", "C", "C", "C", "C", "N", "C", "N", "N", "C", "O", "O", "H", "H", "H", "H", "H", "H", "H", "H", "H", "H", "H", "H", "H", "H", "C", "C", "C", "C", "C", "C", "C", "C", "C", "C", "N", "C", "C", "C", "C", "C", "N", "H", "H", "H", "H", "H", "H", "H", "H", "H", "H", "H", "H", "H", "H", "H", "H", "H", "Cl", "C", "C", "Cl", "C", "Cl", "C", "O", "C", "Cl", "C", "Cl", "N", "C", "C", "C", "C", "C", "C", "C", "C", "C", "C", "C", "C", "N", "C", "C", "C", "C", "N", "H", "H", "H", "H", "H", "H", "H", "H", "H", "H"],
  "positions_angstrom": [[1.082, -0.437, 0.402], [-0.600, -2.108, 1.354], [-0.597, -3.546, 1.432], [-1.936, -4.132, 1.967], [-3.056, -4.107, 0.909], [-3.486, -5.497, 0.376], [-2.473, -6.495, 0.107], [-1.421, -6.305, -0.798], [-1.783, -5.648, -1.967], [-0.785, -7.530, -1.060], [-0.418, -4.141, 0.041], [-0.324, -5.453, 0.063], [-0.508, -3.473, -0.964], [-0.627, -1.700, 2.282], [-1.409, -1.786, 0.834], [0.220, -3.871, 2.081], [-2.229, -3.540, 2.839], [-1.769, -5.153, 2.313], [-2.749, -3.476, 0.071], [-3.953, -3.646, 1.329], [-4.047, -5.358, -0.552], [-4.152, -5.966, 1.104], [-2.141, -6.956, 0.942], [-2.184, -4.732, -1.810], [-0.992, -5.539, -2.589], [-0.485, -7.988, -0.209], [0.006, -7.418, -1.680], [-2.492, 2.964, 3.860], [-1.208, 3.775, 3.704], [-0.981, 4.192, 2.272], [-1.749, 5.227, 1.761], [-1.591, 5.674, 0.463], [-0.638, 5.076, -0.343], [0.140, 4.036, 0.128], [1.238, 3.462, -0.716], [2.599, 3.992, -0.250], [-0.039, 3.556, 1.439], [0.607, 2.407, 1.816], [1.353, 2.269, 2.851], [1.767, 1.017, 3.346], [2.497, 0.773, 4.523], [2.565, -0.604, 4.657], [1.885, -1.132, 3.560], [1.402, -0.173, 2.769], [-2.644, 2.683, 4.901], [-2.419, 2.065, 3.258], [-3.351, 3.532, 3.515], [-0.376, 3.168, 4.061], [-1.265, 4.672, 4.329], [-2.479, 5.704, 2.405], [-2.177, 6.503, 0.092], [-0.492, 5.432, -1.354], [1.083, 3.746, -1.760], [1.218, 2.370, -0.640], [2.615, 5.081, -0.292], [3.403, 3.607, -0.875], [2.788, 3.692, 0.779], [1.720, 3.140, 3.419], [2.897, 1.522, 5.185], [3.049, -1.159, 5.439], [1.731, -2.172, 3.322], [8.491, -0.885, 1.577], [6.798, -1.120, 1.363], [6.031, -0.178, 0.685], [6.777, 1.238, 0.056], [4.679, -0.379, 0.495], [3.729, 0.805, -0.288], [3.997, -1.559, 0.913], [2.793, -1.782, 0.648], [4.822, -2.469, 1.638], [4.054, -3.884, 2.236], [6.169, -2.262, 1.856], [7.095, -3.425, 2.721], [-3.791, 4.287, -7.826], [-3.310, 3.750, -6.932], [-2.705, 3.092, -5.842], [-3.205, 1.867, -5.396], [-2.592, 1.216, -4.345], [-1.476, 1.768, -3.721], [-0.984, 2.990, -4.172], [-1.592, 3.656, -5.216], [-0.819, 1.055, -2.594], [-1.436, 1.186, -1.350], [-2.587, 1.989, -1.106], [-2.903, 1.826, 0.216], [-1.952, 0.921, 0.732], [-1.080, 0.540, -0.185], [0.323, 0.320, -2.907], [0.853, 0.137, -4.221], [1.954, -0.667, -4.089], [2.069, -0.943, -2.707], [1.115, -0.362, -2.007], [-4.069, 1.435, -5.878], [-2.974, 0.268, -3.997], [-0.118, 3.419, -3.692], [-1.212, 4.608, -5.559], [-3.070, 2.621, -1.828], [-3.707, 2.290, 0.754], [-1.881, 0.552, 1.743], [0.439, 0.544, -5.127], [2.609, -1.021, -4.865], [2.824, -1.544, -2.227]],
  "lowdin_charge": [1.396, -0.014, -0.284, -0.122, -0.160, -0.189, 0.027, -0.588, 0.155, 0.125, -0.515, 0.029, 0.095, 0.077, 0.069, 0.152, 0.113, 0.106, 0.100, 0.110, 0.113, 0.118, 0.124, 0.085, 0.110, 0.092, 0.096, -0.084, -0.196, -0.170, -0.066, -0.098, -0.056, -0.183, -0.203, -0.101, -0.201, 0.093, -0.124, -0.348, -0.070, -0.112, -0.223, -0.111, 0.069, 0.050, 0.068, 0.084, 0.112, 0.108, 0.092, 0.105, 0.096, 0.066, 0.077, 0.049, 0.062, 0.140, 0.089, 0.079, 0.074, 0.635, -0.733, -0.709, 0.673, -0.584, 0.784, -0.526, -0.334, -0.609, 0.698, -0.715, 0.659, 0.148, -0.205, -0.244, -0.016, -0.004, -0.191, 0.000, -0.012, -0.059, -0.275, -0.027, -0.078, -0.194, -0.064, -0.272, -0.032, -0.081, -0.186, -0.084, 0.117, 0.129, 0.112, 0.119, 0.106, 0.088, 0.093, 0.102, 0.084, 0.101],
  "lumo_energy_ev": 1.76,
  "energy_ha": -4713.6069,
  "total_charge": -1,
  "e_above_lowest_ev": 1.379
}

{
  "formula": "ClH2NP2",
  "method": "ωB97M-V with the def2-TZVPD basis set",
  "symbols": ["N", "P", "P", "Cl", "H", "H"],
  "positions_angstrom": [[0.601, -0.953, 0.850], [-0.500, -0.866, -0.236], [-1.891, 0.515, 0.790], [-3.561, 0.010, -0.208], [1.425, -1.488, 0.606], [-1.229, 1.627, -0.508]],
  "lowdin_charge": [-0.425, 0.433, 0.081, -0.024, -0.052, -0.012],
  "lumo_energy_ev": -0.47,
  "energy_ha": -1198.8015,
  "total_charge": 0,
  "e_above_lowest_ev": 1.270
}

{
  "formula": "CHNO3S2",
  "method": "ωB97M-V with the def2-TZVPD basis set",
  "symbols": ["O", "C", "N", "S", "O", "O", "S", "H"],
  "positions_angstrom": [[-0.098, 1.610, 0.269], [-0.247, 0.379, 0.087], [-1.281, -0.339, -0.155], [-2.743, 0.387, 0.051], [-2.887, 0.902, 1.419], [-3.207, 1.569, -1.035], [-3.949, -1.192, -0.078], [0.627, -0.220, 0.073]],
  "lowdin_charge": [-0.140, -0.622, -0.223, 0.142, -0.525, -0.607, -0.082, 0.055],
  "lumo_energy_ev": 6.13,
  "smiles": "O=CN=[S@@](=O)([O-])[S-]",
  "energy_ha": -1115.5099,
  "total_charge": -2,
  "e_above_lowest_ev": 0.473
}

Sequential gap between HOMO and LUMO output: 5.46 9.85 6.55 8.46 5.89 eV